Formula: C36H91HgN4O12S2
Source: the Open Molecules 2025 dataset
Level of theory: ωB97M-V with the def2-TZVPD basis set

Each line ends with the Löwdin charge.
CARTESIAN COORDINATES (ANGSTROEM)
Hg 2.46921 -1.41424 2.41037  1.29
C -0.22897 -0.90476 -0.20518  -0.07
C 0.29389 0.37019 0.44930  -0.58
C -0.81420 1.43836 0.56380  -0.04
O 0.92483 0.04443 1.63955  -0.37
H 0.66371 -1.44492 -0.53463  0.05
H -0.83184 -0.67050 -1.08899  0.07
H -0.82472 -1.60242 0.38621  0.06
H 0.94331 0.87351 -0.29021  0.09
H -1.58855 1.03406 1.22585  0.06
H -1.31047 1.60688 -0.39546  0.07
H -0.46974 2.41843 0.89596  0.06
C -2.11089 1.72880 -5.44536  -0.05
C -3.36567 2.40325 -4.87901  -0.48
C -3.43726 2.19918 -3.38333  -0.05
O -3.22310 3.80045 -5.16818  -0.05
H -2.05838 0.67038 -5.17709  0.07
H -1.27898 2.22829 -4.94526  0.07
H -2.09355 1.86201 -6.52525  0.08
H -4.26098 2.05692 -5.40451  0.14
H -3.49515 1.12626 -3.19942  0.06
H -4.31398 2.71576 -2.99072  0.09
H -2.55831 2.60794 -2.87995  0.07
H -3.54247 3.93007 -6.06536  0.09
C 0.74776 -3.45878 -3.78756  -0.05
C -0.66880 -3.91120 -4.14671  -0.49
C -1.72385 -2.93289 -3.69567  -0.04
O -0.78199 -4.14692 -5.54268  -0.04
H 1.08383 -2.55122 -4.28769  0.06
H 1.52001 -4.21962 -3.93753  0.09
H 0.73296 -3.35568 -2.69553  0.06
H -0.86440 -4.88367 -3.67292  0.14
H -2.75377 -3.27495 -3.78694  0.08
H -1.63804 -2.02659 -4.30554  0.08
H -1.62313 -2.58492 -2.66538  0.06
H 0.00002 -4.61905 -5.83923  0.09
C -1.27281 2.72840 4.17950  -0.05
C 0.19055 3.13525 4.04471  -0.51
C 0.75400 3.81652 5.28280  -0.05
O 1.02765 2.01706 3.81330  -0.08
H -1.52068 2.00185 4.95559  0.08
H -1.66754 2.31632 3.24646  0.05
H -1.88322 3.61615 4.36704  0.09
H 0.26615 3.84687 3.21410  0.11
H 0.10371 4.63851 5.58373  0.08
H 1.72133 4.22456 4.97942  0.07
H 0.95796 3.17325 6.13734  0.08
H 0.64050 1.46102 3.10906  0.04
C 0.38284 -5.49650 2.50431  -0.03
C 1.44090 -4.38661 2.62800  -0.40
C 2.88803 -4.78351 2.26002  -0.19
O 3.68309 -3.67018 2.63001  -0.28
C 5.06360 -3.91377 2.35505  -0.07
N 1.04844 -3.21021 1.79179  0.01
H 0.09548 -5.65526 1.46407  0.09
H -0.49059 -5.16261 3.06288  0.07
H 0.73936 -6.42197 2.95546  0.09
H 1.50377 -4.12204 3.68677  0.14
H 2.90575 -4.92880 1.17498  0.13
H 3.16071 -5.73391 2.72163  0.14
H 5.71359 -3.10235 2.67878  0.09
H 5.27081 -4.16432 1.31416  0.10
H 5.34980 -4.75536 2.99278  0.10
H 0.72959 -3.63224 0.91877  0.10
H 0.12380 -2.96404 2.17762  0.03
C 3.07654 6.35596 0.20874  -0.05
C 2.05997 5.27263 0.57954  -0.43
C 2.13118 4.08842 -0.38674  -0.21
O 1.86858 4.50177 -1.71719  -0.20
C 0.48817 4.60241 -2.02984  -0.08
N 2.40191 4.87290 1.94098  0.06
H 3.04495 6.66307 -0.83886  0.08
H 4.06136 5.90414 0.36641  0.08
H 3.05083 7.29866 0.75205  0.08
H 1.01721 5.59715 0.53023  0.14
H 1.44206 3.31029 -0.03209  0.10
H 3.14321 3.66591 -0.35745  0.11
H -0.07200 3.67589 -1.86336  0.07
H 0.47429 4.77975 -3.10573  0.10
H 0.05592 5.45114 -1.49662  0.09
H 1.76492 4.14144 2.24171  0.03
H 3.31016 4.41955 1.85079  0.06
C -2.73464 -3.51960 4.81132  -0.05
C -2.83501 -2.45531 3.72977  -0.40
C -3.31769 -1.10433 4.21824  -0.22
O -4.59768 -1.21017 4.79678  -0.19
C -5.22084 0.03474 5.06556  -0.09
N -1.47737 -2.31101 3.15191  0.03
H -3.66466 -3.47976 5.38324  0.08
H -1.90996 -3.41578 5.52010  0.08
H -2.64246 -4.53077 4.41380  0.07
H -3.48454 -2.85360 2.94930  0.14
H -3.34452 -0.39051 3.38370  0.11
H -2.60252 -0.70729 4.95134  0.13
H -4.69489 0.63684 5.80506  0.09
H -6.24477 -0.21165 5.33999  0.09
H -5.34313 0.58061 4.12134  0.08
H -1.45336 -1.54508 2.47320  0.06
H -0.84075 -1.91786 3.84699  0.08
C 5.32010 1.46063 0.34105  -0.04
C 4.22465 0.44362 0.59380  -0.39
C 4.29220 -0.65641 -0.47747  -0.21
O 3.24326 -1.57418 -0.30134  -0.25
C 3.31118 -2.60617 -1.28854  -0.08
N 4.36852 -0.15179 1.95165  0.02
H 6.32199 1.08508 0.56804  0.09
H 5.14994 2.35148 0.94818  0.08
H 5.38927 1.79173 -0.69647  0.09
H 3.26407 0.94274 0.44710  0.12
H 5.24677 -1.18879 -0.33536  0.14
H 4.36104 -0.28240 -1.50227  0.13
H 2.58468 -3.40144 -1.16335  0.08
H 4.27692 -3.12097 -1.24461  0.10
H 3.20527 -2.10711 -2.25213  0.06
H 5.30787 -0.50560 2.11612  0.10
H 4.32057 0.66324 2.56697  0.11
C 1.75907 -0.16830 -3.35362  -0.22
C 2.09578 1.22683 -2.80013  -0.22
C 3.12516 1.95688 -3.65431  -0.19
S 2.71905 1.42648 -5.37546  0.71
O 3.85966 0.83048 -6.04768  -0.33
O 1.98775 2.51054 -5.99441  -0.32
C 1.65473 0.00283 -4.86210  -0.21
H 0.79247 -0.54487 -3.02077  0.10
H 2.53713 -0.88249 -3.07109  0.07
H 2.36751 1.04513 -1.75913  0.08
H 1.16580 1.79812 -2.84908  0.11
H 4.14818 1.62109 -3.45967  0.09
H 3.19266 3.03024 -3.49204  0.10
H 1.70128 -0.86436 -5.51844  0.10
H 0.62820 0.32654 -5.07231  0.09
C -4.95670 0.44640 0.33048  -0.20
C -6.11677 -0.41450 0.83813  -0.21
C -6.61972 -1.37693 -0.25624  -0.20
S -5.25061 -1.55635 -1.44862  0.68
O -5.67480 -0.88749 -2.67885  -0.33
O -4.71015 -2.89501 -1.50307  -0.33
C -4.09997 -0.47227 -0.56263  -0.23
H -4.42591 0.89674 1.16635  0.10
H -5.35210 1.22525 -0.32274  0.12
H -6.90621 0.22613 1.24080  0.12
H -5.92805 -0.99732 1.74419  0.10
H -7.50308 -1.16948 -0.85710  0.10
H -6.79314 -2.39366 0.09999  0.10
H -3.37229 -0.09501 -1.27660  0.08
H -3.56866 -1.18081 0.08066  0.09

HOMO-LUMO gap ... 6.7577 eV
Highest occupied orbital energy ... -11.1 eV
Total charge ... +1